16
Properties=species:S:1:pos:R:3:forces:R:3 method="wB97M-V/def2-TZVPD" gap_ev=8.6 energy_ev=-11913.0619 charge=-1
O 1.280232 -2.558327 2.508395 0.1 -0.2 0.2
O -0.600468 0.484664 -1.078347 -0.1 0.1 0.5
O 0.830956 2.028644 -0.320642 0.0 0.4 0.1
N 1.142227 -0.705532 1.225591 0.2 0.0 0.5
C -0.827903 -2.114958 1.394930 0.6 0.7 1.0
C -0.293243 2.373802 -2.426589 -1.0 0.0 -0.7
C 0.639386 -1.830650 1.760181 -0.6 -0.4 -0.3
C 0.002271 1.591807 -1.140916 0.1 -1.0 -0.5
H 0.611515 -0.047241 0.673361 -0.3 0.2 -0.5
H 1.999617 -0.370954 1.629495 0.1 0.0 -0.2
H -1.006053 -3.079873 0.950893 0.3 -0.2 -0.7
H -1.355642 -2.224599 2.351201 0.0 0.5 -0.1
H 0.542817 2.876463 -2.885044 0.5 0.3 0.2
H -1.093825 3.110077 -2.269726 0.3 0.1 0.2
H -1.155383 -1.245456 0.827393 -0.6 -0.4 -0.3
H -0.716506 1.712133 -3.200177 0.2 -0.1 0.4

59
Properties=species:S:1:pos:R:3:forces:R:3 method="wB97M-V/def2-TZVPD" gap_ev=6.2 energy_ev=-46251.7264
Hf 0.206832 0.008145 -0.137752 1.6 3.0 0.6
P -0.498048 2.136480 -1.703020 0.3 0.0 -0.3
Si -2.150748 0.979379 0.796494 -0.5 -0.5 0.7
O 0.304391 -0.905030 -1.835178 -0.4 -1.5 -1.5
N 0.509837 -1.518550 1.452682 0.8 -0.5 1.1
N 1.650801 1.207147 0.390735 -1.8 -1.7 -0.9
N 1.352465 -2.448337 3.266536 0.2 -0.2 0.1
C -3.621942 -0.164134 0.386685 -0.3 0.0 0.2
C -0.298425 3.831744 -1.052799 -0.1 0.0 0.0
C -2.106650 2.197610 -2.571506 -0.1 0.1 -0.1
C -0.014072 -4.575295 3.244177 -0.4 -0.7 -0.2
C 0.628537 2.188382 -3.133931 0.2 0.2 -0.4
C 3.674615 2.313812 1.098522 -0.6 -0.1 0.2
C 0.769263 -2.479387 -3.573238 0.1 -0.4 -0.1
C 0.468545 -3.391228 2.720155 0.1 0.5 0.5
C -1.082181 -3.425200 0.850882 0.1 -0.3 0.2
C 4.307917 3.115660 2.034117 -0.2 0.2 0.2
C -1.604839 -1.692500 -3.128800 -0.3 0.0 -0.3
C 2.179980 3.604351 3.100058 0.2 0.0 -0.2
C -0.246778 -2.025546 -2.541366 0.4 0.5 0.8
C 2.264634 2.088564 1.178660 0.6 0.9 0.7
C 1.360265 -1.348585 2.492946 -1.3 -1.1 -1.5
C -1.047334 -5.206700 2.531826 0.5 0.3 0.2
C -1.567582 -4.642035 1.350743 0.3 0.6 -0.3
C -0.052308 -2.809938 1.572181 0.0 0.9 0.4
C 1.520556 2.811671 2.171740 0.5 -0.2 -0.2
C 3.571160 3.755400 3.043940 0.1 0.0 0.0
H -2.364166 -5.163680 0.821530 0.2 0.2 0.1
H -2.060463 -2.595508 -3.556051 0.1 0.1 0.0
H -2.112443 3.074658 -3.235010 -0.1 -0.2 0.1
H -1.469625 -2.934323 -0.047623 -0.1 -0.4 0.4
H -0.897738 3.956654 -0.144081 0.1 0.0 -0.2
H -2.310811 -1.304262 -2.383047 0.3 0.0 0.0
H 0.608709 1.231781 -3.672076 0.0 0.2 0.2
H 2.000215 -0.485501 2.649052 -0.3 0.0 -0.1
H -1.468796 -6.145358 2.887289 0.2 0.2 0.0
H 1.215511 -1.623972 -4.088241 -0.2 0.0 0.1
H 0.320299 -3.135513 -4.324959 0.0 0.0 0.1
H 1.572861 -3.036223 -3.085756 0.0 0.1 -0.1
H -2.928779 2.278818 -1.850577 0.2 0.0 -0.2
H 1.608312 4.116586 3.875220 0.1 -0.1 -0.2
H -3.340007 -1.221781 0.500024 -0.2 0.2 -0.1
H -2.697995 2.336341 0.482650 0.2 0.1 0.0
H -2.243143 1.286268 -3.171037 0.1 0.3 0.2
H -2.120831 0.951120 2.296361 -0.1 0.1 0.1
H 4.073865 4.380636 3.778372 0.0 -0.1 -0.1
H 0.409585 -4.957398 4.172229 -0.3 -0.1 -0.2
H 0.430683 2.682284 2.190353 0.4 0.0 0.0
H 0.757522 4.008514 -0.810216 -0.3 -0.1 0.0
H 5.390424 3.251063 1.981168 -0.3 0.0 0.0
H -3.989277 0.007034 -0.635752 0.1 -0.2 0.2
H -0.625395 4.551672 -1.816333 0.1 -0.1 0.2
H -0.386719 -2.809735 -1.772988 0.1 -0.1 -0.5
H 1.907983 -2.575671 4.106246 -0.2 0.1 -0.3
H -4.439093 0.051108 1.095150 0.1 -0.2 -0.4
H 0.318173 2.994831 -3.814038 0.1 -0.2 0.1
H 1.655669 2.378523 -2.798400 -0.2 -0.1 0.0
H 4.216147 1.801146 0.300805 -0.1 0.1 0.3
H -1.509572 -0.955991 -3.935755 0.0 0.0 0.1

40
Properties=species:S:1:pos:R:3:forces:R:3 method="wB97M-V/def2-TZVPD" smiles="Cc1ccc(C(=O)CCC(=O)Nc2cccc(C)c2)cc1" gap_ev=9.1 energy_ev=-24560.5124
O 0.745715 1.235929 1.226946 0.1 -0.1 0.3
O -3.845120 3.064881 -0.012771 0.0 -0.1 0.0
N 1.588639 1.042381 -0.883532 0.1 0.0 -0.4
C -4.874341 -0.944182 -0.550905 0.1 0.0 0.0
C -1.550320 2.591410 0.411659 0.0 0.1 0.0
C 5.232213 -0.514524 2.093597 0.0 0.0 0.0
C -3.321644 0.772092 0.132902 -0.4 -0.5 -0.1
C 0.645546 1.392357 0.030827 -0.3 0.1 -0.5
C -4.514995 0.385736 -0.478640 0.2 0.2 0.0
C 5.351352 -0.700394 -0.400949 0.0 0.0 0.0
C 3.388993 0.260660 0.584038 -0.1 0.0 0.1
C -4.428842 -3.375870 -0.097844 0.0 0.0 0.0
C 4.814151 -0.509713 -1.660681 0.0 0.0 0.0
C -2.876747 -1.541143 0.620221 -0.1 -0.1 0.0
C -2.996392 2.218284 0.166223 0.3 0.4 0.1
C 2.845532 0.454141 -0.680724 0.3 -0.2 0.1
C 3.566857 0.067043 -1.806758 -0.1 0.0 0.0
C 4.642228 -0.314501 0.731072 0.0 0.0 -0.2
C -4.058481 -1.928726 -0.004464 0.0 0.1 0.1
C -2.505571 -0.213025 0.690580 -0.1 0.2 -0.1
C -0.599766 1.986298 -0.627160 -0.1 0.0 0.3
H -5.147754 1.154020 -0.897940 0.0 0.1 0.0
H 5.369112 -0.810629 -2.536954 0.0 0.0 -0.1
H -0.299311 2.739647 -1.357071 0.0 -0.1 0.0
H -4.153448 -3.905010 0.811838 0.0 -0.1 0.0
H 4.548222 -0.175335 2.866482 0.0 0.0 0.1
H 6.165616 0.039613 2.185525 0.1 0.0 0.1
H -5.495706 -3.495352 -0.269357 -0.1 -0.1 0.0
H -5.799632 -1.224875 -1.033420 -0.1 0.0 0.0
H -1.096049 1.175911 -1.169777 0.1 0.0 -0.1
H 6.327395 -1.150003 -0.292545 0.1 -0.1 0.0
H 3.149207 0.218018 -2.792743 0.0 0.0 -0.1
H -1.252799 2.229479 1.400578 0.0 0.0 -0.1
H -1.589638 0.048837 1.196596 0.2 0.1 0.1
H 1.355125 1.189413 -1.856342 -0.1 0.0 0.2
H 2.827443 0.561732 1.452434 0.0 0.0 0.0
H -1.475010 3.679300 0.417353 -0.1 -0.1 0.0
H -3.896983 -3.841470 -0.928549 0.0 -0.1 0.0
H 5.454259 -1.567758 2.260036 0.0 0.0 0.1
H -2.239072 -2.294688 1.060224 0.1 -0.1 0.1